Entry 1:
ORCA calculation (ωB97M-V/def2-TZVPD) on a cluster of 2 separate species, C3H7N2O2 in total at a distorted geometry.

XYZ file:
```
14
Properties=species:S:1:pos:R:3
C -1.091 -0.086 0.300
C -0.452 1.164 0.847
C 0.706 0.624 -1.004
N 3.186 -0.952 -0.177
N -0.238 -0.324 -0.883
O 2.954 0.221 -0.270
O 0.678 1.469 -0.087
H -0.922 -0.910 0.976
H -2.129 0.027 0.010
H -1.020 2.180 1.003
H -0.197 1.031 1.897
H 1.184 0.685 -1.881
H 4.135 -1.363 0.044
H -0.654 -1.126 -1.334
```

Summary:
energy	-10288.418	eV
total charge	+1
2S+1	1
E_LUMO (spin up / spin down)	-4.414 / -4.409	eV
HOMO-LUMO gap (spin up / spin down)	9.0 / 9.0	eV
E_HOMO (spin up / spin down)	-13.38 / -13.38	eV

Atom charges from the Mulliken analysis, given in e for atoms 1 to 4:
1 C -0.377
2 C -0.279
3 C 0.010
4 N -0.030

***

Entry 2:
ORCA calculation (ωB97M-V/def2-TZVPD) on a cluster of 2 separate species, C2H6FNS in total.

XYZ file:
```
11
Properties=species:S:1:pos:R:3
C -1.872 0.265 -0.062
C -0.679 -0.596 0.216
N 0.423 -0.377 -0.378
S 1.721 -1.429 0.023
H -2.218 0.750 0.858
H -1.616 1.030 -0.798
H -2.701 -0.341 -0.442
H -0.811 -1.407 0.947
H 2.602 -0.845 -0.795
F 2.791 1.095 0.063
H 2.358 1.856 0.369
```

Summary:
energy	-17213.085	eV
2S+1	1
E_LUMO	0.847	eV
HOMO-LUMO gap	9.4	eV
SMILES string	C/C=N/S.F
E_HOMO	-8.53	eV

Atom charges from the Mulliken analysis, given in e for atoms 1 to 4:
1 C -0.906
2 C 0.093
3 N -0.340
4 S -0.157

***

Entry 3:
ORCA calculation (ωB97M-V/def2-TZVPD) on a structure of composition C4H6O2 at a distorted geometry.

XYZ file:
```
12
Properties=species:S:1:pos:R:3
C 0.333 1.378 -0.709
C -0.368 0.476 0.280
O -1.481 -0.294 -0.317
C -0.885 -1.452 0.152
C 0.212 -0.854 0.677
O 1.368 -1.190 1.367
H 1.234 1.792 -0.241
H 0.631 0.818 -1.602
H -0.311 2.212 -1.012
H -0.749 1.023 1.149
H 1.368 -1.486 0.270
H -1.351 -2.423 -0.014
```

Summary:
energy	-8336.239	eV
2S+1	1
E_LUMO	0.709	eV
HOMO-LUMO gap	9.2	eV
E_HOMO	-8.50	eV

Atom charges from the Mulliken analysis, given in e for atoms 1 to 4:
1 C -1.240
2 C 0.523
3 O -0.409
4 C -0.288

***

Entry 4:
ORCA calculation (ωB97M-V/def2-TZVPD) on a cluster of 2 separate species, C2H7N2S in total at a distorted geometry.

XYZ file:
```
12
Properties=species:S:1:pos:R:3
C 0.579 -2.470 -0.259
S 1.024 -1.933 1.431
H 0.540 -3.560 -0.363
H -0.393 -2.042 -0.578
H 1.158 -1.959 -1.064
N 0.112 1.077 0.485
C -0.946 1.679 -0.123
N -1.268 2.918 -0.154
H 0.612 0.298 0.080
H 0.454 1.511 1.321
H -1.426 1.006 -0.857
H -0.445 3.474 0.080
```

Summary:
energy	-16003.047	eV
total charge	-1
2S+1	1
E_LUMO	4.176	eV
HOMO-LUMO gap	6.6	eV
E_HOMO	-2.42	eV

Atom charges from the Mulliken analysis, given in e for atoms 1 to 4:
1 C -0.927
2 S -0.710
3 H 0.264
4 H 0.206

***

Entry 5:
ORCA calculation (ωB97M-V/def2-TZVPD) on a cluster of 2 separate species, C2H5N3O4 in total at a distorted geometry.

XYZ file:
```
14
Properties=species:S:1:pos:R:3
C 1.359 -0.547 -0.363
C 0.151 0.348 -0.217
N -1.365 -0.926 1.292
N 0.051 1.399 0.768
N -0.814 0.438 -1.282
O 0.933 1.368 1.612
O -0.901 -0.594 -1.863
O -0.879 2.139 0.731
O -1.344 1.459 -1.657
H 1.869 -0.444 -1.294
H 1.026 -1.505 -0.330
H 2.145 -0.123 0.319
H -1.462 -1.489 0.347
H -0.768 -1.523 1.938
```

Summary:
energy	-14805.194	eV
2S+1	1
E_LUMO (spin up / spin down)	-1.573 / -2.686	eV
HOMO-LUMO gap (spin up / spin down)	9.1 / 8.5	eV
E_HOMO (spin up / spin down)	-10.66 / -11.15	eV

Atom charges from the Mulliken analysis, given in e for atoms 1 to 4:
1 C -0.986
2 C 0.105
3 N -0.449
4 N 1.058

***

Entry 6:
ORCA calculation (ωB97M-V/def2-TZVPD) on a structure of composition C3H9NO3 at a distorted geometry.

XYZ file:
```
16
Properties=species:S:1:pos:R:3
H 0.140 0.992 1.307
O 0.763 0.204 2.009
O -0.246 1.527 0.353
H 0.289 -0.624 1.881
H 1.678 0.297 1.636
C -0.218 0.840 -0.781
O -0.837 1.200 -1.773
C 0.768 -0.360 -0.863
H 0.523 -0.772 -1.839
N 0.509 -1.405 0.117
H 0.964 -2.332 -0.135
H 1.907 -0.083 -0.878
C -0.949 -1.540 0.240
H -1.300 -2.581 -0.125
H -1.298 -1.284 1.228
H -1.504 -0.873 -0.197
```

Summary:
energy	-10877.957	eV
total charge	+1
⟨S²⟩	0.754
2S+1	2
E_LUMO (spin up / spin down)	-4.274 / -9.469	eV
HOMO-LUMO gap (spin up / spin down)	10.4 / 5.1	eV
E_HOMO (spin up / spin down)	-14.70 / -14.61	eV

Atom charges from the Mulliken analysis, given in e for atoms 1 to 4:
1 H 0.446
2 O -0.581
3 O -0.592
4 H 0.381

***

Relative energy (zero: lowest compared OMol25 entry of this formula, charge and spin) readings, ordered: 423.8; 66.9; 407.4; 91.0; 804.0; 274.5 kJ/mol